[1]
# C31H14BrCl5F2NO4STa

A molecular structure, C31H14BrCl5F2NO4STa (ωB97M-V with the def2-TZVPD basis set, the OMol25 dataset).

The geometry in XYZ format:
```
60
Properties=species:S:1:pos:R:3:forces:R:3:mulliken_charge:R:1
Ta -0.209 0.027 -0.528 0.3 0.0 0.1 0.67
Cl 0.064 -2.710 1.416 0.0 0.0 0.1 -0.12
C 0.730 -2.994 -0.164 0.0 0.1 0.0 1.13
C 0.680 -1.948 -1.072 -0.1 0.0 -0.1 -2.06
C 1.277 -2.162 -2.306 0.0 0.0 0.1 1.65
Cl 1.312 -0.847 -3.425 0.0 0.0 -0.1 -0.19
C 1.868 -3.375 -2.648 0.0 0.0 0.0 -0.22
Cl 2.587 -3.595 -4.191 0.0 0.0 0.0 -0.19
C 1.873 -4.413 -1.716 0.0 0.0 0.0 0.61
Cl 2.587 -5.921 -2.114 0.0 0.0 0.0 -0.18
C 1.309 -4.222 -0.455 0.0 0.0 0.0 -0.21
Cl 1.331 -5.482 0.712 0.0 0.0 0.0 -0.19
O -2.720 0.798 -3.706 0.0 -0.1 0.1 -0.65
C -1.839 1.191 -2.989 0.0 0.2 -0.2 0.42
O -1.278 0.384 -2.083 0.0 -0.1 0.3 -0.54
C -1.301 2.580 -3.043 0.1 0.0 0.1 0.07
C -1.936 3.438 -3.941 0.0 0.0 0.0 -0.81
C -1.514 4.741 -4.111 0.0 0.0 0.0 -0.59
C -0.427 5.200 -3.378 0.0 0.0 0.0 -0.57
C 0.214 4.361 -2.487 0.0 0.0 0.0 -0.97
C -0.210 3.043 -2.297 -0.1 0.0 0.0 1.13
S 0.754 2.151 -1.106 0.0 0.0 0.0 -0.46
H -2.771 3.042 -4.503 0.0 0.0 0.0 0.47
H -2.022 5.392 -4.809 0.0 0.0 0.0 0.39
H -0.076 6.217 -3.499 0.0 0.0 0.0 0.39
H 1.062 4.719 -1.917 0.0 0.0 0.0 0.47
F -1.152 2.989 3.973 0.0 0.0 0.0 -0.34
C -1.595 1.992 3.193 0.0 -0.1 -0.1 0.30
C -0.915 1.692 2.028 0.0 0.0 0.0 -0.84
C -1.370 0.657 1.217 0.0 -0.1 0.1 0.81
C -2.511 -0.073 1.593 0.0 0.0 0.0 0.17
C -3.150 0.269 2.779 0.0 0.1 0.0 0.57
F -4.240 -0.405 3.196 0.0 0.0 0.0 -0.34
C -2.715 1.295 3.592 0.0 0.0 0.1 -0.86
C -2.939 -1.148 0.681 0.0 -0.1 0.0 0.41
C -4.119 -1.878 0.774 0.0 0.0 0.0 -1.07
C -4.407 -2.826 -0.191 0.0 0.0 0.0 -0.44
C -3.529 -3.022 -1.243 0.0 0.0 0.0 -0.98
C -2.379 -2.262 -1.277 0.0 0.0 0.0 -0.16
N -2.082 -1.369 -0.333 0.1 0.1 0.1 0.16
H -0.037 2.270 1.769 0.0 0.0 0.0 0.63
H -3.235 1.535 4.508 0.0 0.0 0.0 0.52
H -4.806 -1.697 1.582 0.0 0.0 0.0 0.59
H -5.324 -3.397 -0.127 0.0 0.0 0.0 0.44
H -3.726 -3.737 -2.028 0.0 0.0 0.0 0.46
H -1.667 -2.359 -2.086 0.0 0.0 0.0 0.52
Br 7.336 -0.293 3.171 0.0 0.0 0.0 -0.19
C 5.464 -0.002 3.112 0.0 0.0 0.0 -0.08
C 4.804 0.401 4.263 0.0 0.0 0.0 -0.32
C 3.434 0.613 4.218 0.0 0.0 0.0 -0.78
C 2.736 0.426 3.035 0.0 0.0 0.0 -0.36
C 3.414 0.025 1.890 -0.1 0.1 0.1 0.59
C 4.786 -0.195 1.924 0.0 0.0 0.0 -0.41
C 2.702 -0.181 0.595 0.0 -0.1 0.0 0.03
O 3.246 -0.592 -0.397 0.0 0.1 0.0 -0.63
O 1.396 0.106 0.643 -0.3 0.0 -0.3 0.39
H 5.357 0.548 5.180 0.0 0.0 0.0 0.41
H 2.913 0.927 5.112 0.0 0.0 0.0 0.42
H 1.667 0.588 2.994 0.0 0.0 0.0 0.32
H 5.296 -0.508 1.024 0.0 0.0 0.0 0.59
```
Positions in Å, forces in eV/Å.

Calculated values
**LUMO**: -1.15 eV
**Energy above the lowest of the compared OMol25 structures with the same formula, charge and spin**: 0.00 kJ/mol
**HOMO level**: -0.3179 hartree

[2]
# C31H18BaClN5O4S4

A molecular structure, C31H18BaClN5O4S4 (ωB97M-V with the def2-TZVPD basis set, the OMol25 dataset).

The geometry in XYZ format:
```
64
Properties=species:S:1:pos:R:3:forces:R:3:mulliken_charge:R:1
Ba -0.220 -0.656 -0.040 -1.4 1.5 4.1 2.61
O 1.345 -5.023 -0.147 0.0 0.0 0.0 -0.74
C 0.774 -3.944 -0.059 -0.1 0.1 0.0 -0.23
N 1.283 -2.682 -0.014 1.0 -1.4 -0.1 0.12
C 2.638 -2.515 -0.130 -0.1 0.1 0.0 -0.39
O 3.518 -3.357 -0.235 0.0 0.0 0.0 -0.74
C 3.116 -1.040 -0.158 -0.1 -0.2 0.0 0.49
C 4.484 -0.804 -0.241 0.0 0.0 0.1 -0.59
C 4.932 0.504 -0.255 0.0 0.0 0.0 -0.32
C 4.012 1.541 -0.203 0.0 0.0 -0.1 -1.09
C 2.668 1.221 -0.148 0.1 -0.2 0.1 -0.52
N 2.233 -0.040 -0.121 1.6 0.1 -0.2 0.35
C -0.780 -4.039 -0.026 0.2 0.1 0.0 0.40
C -1.340 -5.315 0.023 0.0 0.0 0.0 -0.71
C -2.713 -5.448 -0.023 0.0 0.0 0.0 -0.23
C -3.505 -4.311 -0.126 0.0 0.0 0.0 -0.87
C -2.872 -3.083 -0.147 0.1 -0.1 0.0 -0.54
N -1.548 -2.950 -0.092 -0.1 -0.8 0.0 0.29
H 5.147 -1.655 -0.282 0.0 0.0 0.0 0.50
H 5.994 0.716 -0.302 0.0 0.0 0.0 0.38
H 4.320 2.577 -0.200 0.0 0.0 0.0 0.42
H 1.911 1.994 -0.102 0.0 0.0 0.0 0.56
H -0.668 -6.158 0.086 0.0 0.0 0.0 0.50
H -3.168 -6.431 0.015 0.0 0.0 0.0 0.38
H -4.584 -4.370 -0.178 0.0 0.0 0.0 0.39
H -3.444 -2.163 -0.219 0.0 0.0 0.0 0.53
Cl 3.867 1.212 -5.793 -0.1 0.0 0.0 -0.30
C 2.672 0.538 -4.692 0.0 -0.1 0.0 0.24
C 2.664 -0.842 -4.446 0.1 0.0 -0.1 -0.57
C 1.725 -1.383 -3.613 0.0 0.1 0.0 -0.52
C 0.738 -0.579 -2.958 -0.2 0.1 -0.2 0.24
O -0.152 -1.109 -2.219 0.2 -0.5 -3.4 -1.18
C 0.815 0.842 -3.174 -0.1 0.0 0.0 0.99
C -0.041 1.803 -2.487 0.0 0.0 -0.2 -0.61
N -0.776 1.545 -1.473 -0.4 0.6 0.0 0.41
C -1.536 2.543 -0.796 0.1 -0.4 -0.2 0.52
C -1.595 3.861 -1.159 0.0 0.3 0.1 -0.81
C -2.289 4.813 -0.382 0.1 -0.1 -0.1 -0.85
C -2.913 4.439 0.770 0.0 0.0 0.1 -0.87
C -2.899 3.084 1.171 0.0 0.1 0.1 1.53
C -3.475 2.654 2.393 0.0 0.2 0.0 -0.84
C -3.447 1.343 2.732 0.1 -0.3 0.0 -0.82
C -2.873 0.423 1.818 -0.1 0.3 0.0 -0.26
N -2.309 0.791 0.699 -0.8 0.7 -0.1 -0.22
C -2.258 2.119 0.377 0.0 -0.2 -0.1 -0.06
C 1.768 1.353 -4.070 0.0 0.2 0.1 -0.91
H 3.408 -1.472 -4.919 0.0 0.0 0.0 0.40
H 1.712 -2.445 -3.401 0.0 0.0 0.0 0.46
H 0.003 2.820 -2.902 0.1 0.0 0.0 0.00
H -1.074 4.205 -2.043 0.0 0.0 0.0 0.27
H -2.293 5.850 -0.695 0.0 0.0 0.0 0.37
H -3.407 5.168 1.402 0.0 0.0 0.0 0.35
H -3.908 3.395 3.057 0.0 0.0 0.0 0.34
H -3.832 0.985 3.678 0.0 0.0 0.0 0.43
H -2.871 -0.636 2.048 0.1 0.0 0.0 0.54
H 1.802 2.423 -4.246 0.0 0.0 0.0 0.34
O -0.244 1.701 7.683 -0.3 0.1 0.0 -0.71
C -0.238 1.404 6.500 0.6 -0.1 0.1 0.57
S 0.180 2.509 5.202 -0.1 0.1 0.0 -0.22
C 0.112 1.380 3.841 0.0 0.1 -0.3 -0.10
C -0.191 0.102 4.157 -0.1 -0.2 -0.2 0.01
S -0.352 -1.291 3.105 0.0 -0.1 0.4 -0.45
S -0.471 -0.219 5.877 -0.2 0.0 0.0 -0.21
S 0.446 2.101 2.278 0.0 -0.1 0.1 -0.46
```
Positions in Å, forces in eV/Å.

Calculated values
**LUMO**: 3.87 eV
**Net charge**: -2
**Energy above the lowest of the compared OMol25 structures with the same formula, charge and spin**: 198.39 kJ/mol
**HOMO level**: -0.0186 hartree

[3]
# C31H18Br5MoN3O10S3

A molecular structure, C31H18Br5MoN3O10S3 (ωB97M-V with the def2-TZVPD basis set, the OMol25 dataset).

The geometry in XYZ format:
```
71
Properties=species:S:1:pos:R:3:forces:R:3:mulliken_charge:R:1
Mo 0.637 0.438 0.541 -0.1 -0.3 0.1 -2.31
Br 1.026 4.259 6.441 0.0 0.0 0.0 -0.25
C 1.138 2.829 5.202 0.0 0.0 0.0 0.45
C 1.499 1.558 5.612 0.0 0.0 0.0 0.45
Br 1.883 1.207 7.435 0.0 0.0 0.0 -0.24
C 1.589 0.514 4.675 0.0 0.0 0.0 0.14
Br 2.111 -1.237 5.142 0.0 0.0 0.0 -0.23
C 1.308 0.738 3.336 0.0 0.0 0.0 -0.07
O 1.415 -0.150 2.389 0.1 0.1 0.0 -0.59
C 0.917 2.038 2.923 0.0 0.0 0.0 -0.91
O 0.685 2.186 1.637 0.0 0.0 0.1 0.81
C 0.857 3.065 3.845 0.0 0.0 0.0 -0.12
Br 0.399 4.773 3.176 0.0 0.0 0.0 -0.25
O -2.646 1.863 2.776 0.0 0.0 0.0 -0.87
S -2.692 1.493 1.386 0.0 -0.1 0.2 1.63
O -3.344 2.456 0.516 0.0 0.0 0.0 -0.86
O -1.408 1.049 0.830 0.1 0.3 -0.3 -0.13
C -3.636 -0.023 1.256 0.0 0.0 0.0 0.25
C -4.947 0.102 0.822 0.0 0.0 0.0 -0.73
C -5.748 -1.015 0.642 0.0 0.0 0.0 -0.53
C -5.227 -2.273 0.887 0.0 0.0 0.0 -0.63
C -3.915 -2.405 1.318 0.0 0.0 0.0 -0.70
C -3.105 -1.292 1.511 0.0 0.0 0.0 -0.29
S -1.447 -1.648 2.157 0.0 0.0 0.0 1.73
O -1.444 -3.084 2.351 0.0 0.1 0.0 -0.92
O -1.284 -0.829 3.322 0.0 0.0 0.0 -0.72
O -0.487 -1.322 1.049 0.0 -0.1 0.0 0.04
H -5.312 1.095 0.599 0.0 0.0 0.0 0.49
H -6.769 -0.898 0.295 0.0 0.0 0.0 0.35
H -5.834 -3.160 0.742 0.0 0.0 0.0 0.36
H -3.493 -3.379 1.521 0.0 0.0 0.0 0.53
S 5.242 0.979 0.077 0.0 0.0 0.1 -0.40
C 4.550 2.520 0.409 0.0 0.0 -0.1 -0.56
C 3.198 2.467 0.535 0.0 0.0 0.1 -0.90
C 2.655 1.146 0.379 0.1 0.0 0.0 1.11
C 3.667 0.260 0.137 0.0 0.0 -0.1 0.72
C 3.316 -1.108 -0.090 0.0 0.0 0.0 0.87
C 4.207 -2.153 -0.347 0.0 0.0 0.0 -0.88
C 3.710 -3.408 -0.614 0.0 0.0 0.0 -0.54
C 2.332 -3.594 -0.620 0.0 0.0 0.0 -1.16
C 1.511 -2.520 -0.339 0.0 0.0 0.0 -0.74
N 1.980 -1.294 -0.073 0.0 0.0 0.0 1.53
H 5.188 3.385 0.506 0.0 0.0 0.0 0.47
H 2.585 3.327 0.764 0.0 0.0 0.0 0.48
H 5.271 -1.953 -0.332 0.0 0.0 0.0 0.43
H 4.382 -4.233 -0.818 0.0 0.0 0.0 0.41
H 1.888 -4.558 -0.825 0.0 0.0 0.0 0.46
H 0.438 -2.626 -0.306 0.0 0.0 0.0 0.67
Br 2.132 -2.718 -5.581 0.0 0.0 0.0 -0.25
C 0.394 -2.199 -4.984 0.0 0.0 0.0 -0.33
C -0.688 -2.414 -5.820 0.0 0.0 0.0 -0.38
C -1.950 -2.036 -5.376 0.0 0.0 0.0 -0.59
C -2.111 -1.458 -4.127 0.0 0.0 0.0 -0.68
C -1.013 -1.243 -3.304 0.0 0.0 0.0 0.46
C 0.254 -1.621 -3.735 0.0 0.0 0.0 0.10
C -1.222 -0.592 -1.930 0.0 -0.2 0.0 -0.03
O -2.366 -0.371 -1.575 0.0 0.1 0.0 -0.62
O -0.109 -0.383 -1.333 0.0 0.1 0.0 0.40
H -0.547 -2.868 -6.791 0.0 0.0 0.0 0.37
H -2.808 -2.201 -6.017 0.0 0.0 0.0 0.38
H -3.081 -1.159 -3.750 0.0 0.0 0.0 0.49
H 1.101 -1.460 -3.081 0.0 0.0 0.0 0.30
N 0.751 3.153 -2.801 0.0 0.0 0.0 -0.04
C -0.213 3.829 -2.075 0.1 0.0 0.1 -0.99
C -0.336 3.155 -0.902 -0.1 0.0 -0.1 -0.77
N 0.520 2.080 -0.923 0.0 0.1 0.1 1.54
C 1.159 2.105 -2.064 0.0 0.0 0.0 -0.90
H 1.086 3.384 -3.717 0.0 0.0 0.0 0.22
H -0.716 4.699 -2.455 0.0 0.0 0.0 0.42
H -0.991 3.333 -0.068 0.0 0.0 0.0 0.40
H 1.906 1.393 -2.370 0.0 0.0 0.0 0.61
```
Positions in Å, forces in eV/Å.

Calculated values
**LUMO**: 3.54 eV
**Net charge**: -2
**Energy above the lowest of the compared OMol25 structures with the same formula, charge and spin**: 0.00 kJ/mol
**HOMO level**: -0.0603 hartree

[4]
# C31H18IN9O2S3ScSe

A molecular structure, C31H18IN9O2S3ScSe (ωB97M-V with the def2-TZVPD basis set, the OMol25 dataset).

The geometry in XYZ format:
```
66
Properties=species:S:1:pos:R:3:forces:R:3:mulliken_charge:R:1
Sc -0.140 0.024 -0.182 -0.3 0.3 -0.1 0.16
C 2.606 3.088 -2.294 0.0 0.0 0.0 -1.06
C 1.308 3.659 -1.807 0.0 0.0 0.0 0.56
N 0.963 4.872 -2.182 0.0 0.0 0.0 -0.71
C -0.216 5.364 -1.769 0.0 0.0 0.0 -0.82
C -1.060 4.705 -0.907 0.0 0.0 0.0 0.23
C -2.421 5.316 -0.632 0.0 0.0 0.0 -0.61
O -3.045 5.754 -1.826 0.0 0.0 0.0 -0.48
C -0.679 3.428 -0.438 0.0 0.0 0.0 -0.02
C -1.496 2.795 0.596 0.0 0.0 0.0 -0.83
N -1.640 1.547 0.855 0.2 -0.1 -0.1 0.79
C -2.566 1.183 1.870 0.0 0.0 0.0 -0.22
C -3.605 2.029 2.266 0.0 0.0 0.0 -0.40
C -4.435 1.696 3.321 0.0 0.0 0.0 -0.97
C -4.248 0.509 4.012 0.0 0.0 0.0 -0.74
C -3.272 -0.373 3.587 0.0 0.0 0.0 -0.75
C -2.475 -0.071 2.489 -0.1 0.0 0.0 0.67
I 1.222 1.045 2.550 0.0 -0.1 0.0 -0.43
C 0.488 2.856 -0.969 0.0 0.0 0.0 0.75
O 0.856 1.626 -0.742 -0.1 0.0 0.1 -0.48
H 3.133 3.840 -2.876 0.0 0.0 0.0 0.39
H 2.434 2.203 -2.913 0.0 0.0 0.0 0.12
H 3.224 2.763 -1.455 0.0 0.0 0.0 0.28
H -0.504 6.325 -2.177 0.0 0.0 0.0 0.42
H -2.337 6.195 0.010 0.0 0.0 0.0 0.35
H -3.071 4.596 -0.127 0.0 0.0 0.0 0.47
H -3.138 4.968 -2.390 0.0 0.0 0.0 0.15
H -2.022 3.510 1.222 0.0 0.0 0.0 1.06
H -3.787 2.949 1.730 0.0 0.0 0.0 0.52
H -5.231 2.373 3.603 0.0 0.0 0.0 0.39
H -4.874 0.253 4.857 0.0 0.0 0.0 0.40
H -3.133 -1.314 4.094 0.0 0.0 0.0 0.58
S 4.198 -5.391 -3.883 0.0 0.0 0.0 0.11
N 3.378 -4.133 -4.480 0.0 0.0 0.0 -0.70
C 2.877 -3.481 -3.445 0.0 0.0 -0.1 1.02
C 2.067 -2.282 -3.512 0.0 0.0 0.0 0.17
C 1.752 -1.634 -4.706 0.0 0.0 0.0 -0.74
C 1.004 -0.483 -4.653 0.0 0.0 0.0 -1.21
C 0.548 -0.029 -3.416 -0.1 0.0 0.0 -0.34
N 0.807 -0.660 -2.281 0.1 0.0 0.0 0.57
C 1.589 -1.746 -2.313 0.1 0.0 -0.1 -0.37
C 1.959 -2.330 -1.021 0.0 -0.1 0.0 0.11
N 1.522 -1.697 0.080 -0.1 0.0 0.1 0.71
C 1.849 -2.193 1.267 0.0 0.0 0.0 -0.08
C 2.613 -3.350 1.421 0.0 0.0 0.0 -1.28
C 3.069 -4.000 0.302 0.0 0.0 0.0 -0.55
C 2.748 -3.479 -0.951 0.0 0.0 0.0 0.33
C 3.203 -4.071 -2.195 0.0 0.0 0.1 0.87
N 3.945 -5.159 -2.303 0.0 0.0 0.0 -0.70
H 2.110 -2.043 -5.642 0.0 0.0 0.0 0.53
H 0.747 0.070 -5.546 0.0 0.0 0.0 0.48
H -0.060 0.861 -3.339 0.0 0.0 0.0 0.36
H 1.509 -1.626 2.125 0.0 0.0 0.0 0.27
H 2.838 -3.706 2.416 0.0 0.0 0.0 0.45
H 3.672 -4.896 0.364 0.0 0.0 0.0 0.53
S -1.325 -1.300 1.909 0.2 0.1 0.0 -0.50
C -2.247 -2.318 0.739 -0.1 -0.1 -0.1 0.87
S -1.576 -2.301 -0.811 0.1 0.2 0.2 -0.50
C -3.303 -3.107 1.135 0.0 0.0 -0.1 0.76
C -3.687 -3.320 2.487 0.0 0.0 0.1 0.04
N -4.004 -3.547 3.572 0.0 0.0 0.0 -0.59
C -4.001 -3.896 0.169 0.0 0.0 -0.1 -0.31
N -4.585 -4.529 -0.595 0.0 0.0 0.0 -0.56
Se -3.284 2.525 -3.430 0.0 0.1 -0.1 -0.22
C -2.318 1.450 -2.378 -0.1 -0.1 0.2 0.09
N -1.690 0.750 -1.692 0.2 -0.1 0.0 -0.38
```
Positions in Å, forces in eV/Å.

Calculated values
**LUMO**: 0.72 eV
**Net charge**: -1
**Energy above the lowest of the compared OMol25 structures with the same formula, charge and spin**: 0.00 kJ/mol
**HOMO level**: -0.2014 hartree

- Number 2 is which compound?
  C31H18BaClN5O4S4